A structure of composition C12H27BKN4OTa, computed with ωB97M-V with the def2-TZVPD basis set.

Net charge: +2
Kohn-Sham gap in eV: 7.96
Relative energy (zero: lowest compared OMol25 entry of this formula, charge and spin) in kcal per mole: 17.7
LUMO level in eV: -8.137

```
47
Properties=species:S:1:pos:R:3:forces:R:3
N -0.3033 -0.2698 2.1381 0.639 -0.658 1.664
C -0.1806 -0.6252 3.3377 0.305 -0.162 0.569
O -0.0512 -0.9570 4.4573 -0.490 0.946 -3.081
K -2.7826 1.2564 -0.5077 -2.574 2.673 0.225
Ta 0.2765 -0.1022 0.2545 -1.836 0.885 0.392
N 0.4632 1.7894 -0.2786 -0.160 -0.687 0.017
N -1.4303 -0.5121 -0.6584 3.366 -2.885 -0.214
C 1.4800 2.4066 0.6482 -0.490 1.135 -0.011
C -2.3789 -1.7093 -0.4446 -0.145 0.517 -0.111
C 0.7171 3.0618 1.7957 -0.012 0.178 0.375
C 2.2888 3.4747 -0.0873 0.418 -0.003 -0.029
C 2.4260 1.3367 1.1678 0.190 -0.389 0.024
C -3.4608 -1.6678 -1.5318 -0.098 -0.158 -0.027
C -1.5713 -3.0013 -0.5346 -0.072 -0.378 -0.069
C -3.0219 -1.5540 0.9321 -0.277 -0.176 0.236
H 0.0279 3.8275 1.4118 0.240 -0.131 0.191
H 1.4345 3.5432 2.4775 -0.363 -0.046 -0.171
H 0.1346 2.3247 2.3671 0.178 0.211 -0.086
H 2.7217 3.0714 -1.0114 -0.052 0.126 0.140
H 3.1163 3.8080 0.5552 -0.227 -0.109 -0.167
H 1.6865 4.3603 -0.3176 0.197 -0.183 0.101
H 1.9079 0.3955 1.5382 0.979 0.824 0.233
H 2.9497 1.7385 2.0489 -0.216 -0.363 -0.214
H 3.1804 1.0801 0.4100 -0.276 -0.184 0.243
H -4.1827 -0.8379 -1.3988 0.289 -0.366 -0.081
H -4.0388 -2.5985 -1.4613 0.031 0.291 -0.094
H -3.0341 -1.6242 -2.5438 -0.183 -0.039 0.253
H -1.1351 -3.1373 -1.5348 -0.128 -0.087 0.327
H -2.2419 -3.8586 -0.3493 0.331 0.333 -0.101
H -0.7562 -3.0425 0.2054 -0.287 0.049 -0.119
H -2.2829 -1.3762 1.7243 -0.360 -0.143 -0.322
H -3.5483 -2.4934 1.1655 0.117 0.400 -0.026
H -3.7919 -0.7561 0.9638 0.345 -0.344 0.011
C -0.7568 -0.4690 -2.0085 -0.787 -0.290 -0.085
H 0.3363 -0.2075 -1.9090 -0.429 0.015 -0.566
H -0.8045 -1.4563 -2.4950 0.256 0.505 0.166
H -1.2300 0.2811 -2.6758 0.491 -0.325 0.291
C -0.2741 2.7450 -1.1551 0.260 -0.115 -0.034
H 0.4173 3.4842 -1.5791 -0.242 -0.269 0.185
H -0.7136 2.2500 -2.0401 0.151 0.036 0.533
H -1.0535 3.3142 -0.5999 0.490 -0.306 -0.234
B 3.6335 -3.2387 -0.4758 0.117 -0.195 -0.099
C 2.5314 -2.2418 -0.3074 -0.289 0.363 0.240
N 1.6587 -1.4387 -0.1436 0.955 -0.843 -0.485
H 4.0848 -3.4482 0.6422 -0.214 0.142 -0.257
H 4.4383 -2.6997 -1.2185 -0.203 -0.045 0.149
H 3.1140 -4.2260 -0.9732 0.063 0.252 0.120
```
Forces are in eV/Å.